Entry w
{
  "formula": "C10H10Cl30",
  "method": "the ωB97M-V functional and the def2-TZVPD basis",
  "e_lumo_ev": 0.12,
  "smiles": "ClC(Cl)Cl.ClC(Cl)Cl.ClC(Cl)Cl.ClC(Cl)Cl.ClC(Cl)Cl.ClC(Cl)Cl.ClC(Cl)Cl.ClC(Cl)Cl.ClC(Cl)Cl.ClC(Cl)Cl",
  "e_homo_ha": -0.40311,
  "orbital_gap_ev": 11.1,
  "species": ["C", "Cl", "Cl", "Cl", "H", "C", "Cl", "Cl", "Cl", "H", "C", "Cl", "Cl", "Cl", "H", "C", "Cl", "Cl", "Cl", "H", "C", "Cl", "Cl", "Cl", "H", "C", "Cl", "Cl", "Cl", "H", "C", "Cl", "Cl", "Cl", "H", "C", "Cl", "Cl", "Cl", "H", "C", "Cl", "Cl", "Cl", "H", "C", "Cl", "Cl", "Cl", "H"],
  "positions_angstrom": [[-15.022, 0.729, 10.562], [-15.984, -0.672, 10.720], [-15.795, 2.194, 11.066], [-14.414, 0.754, 8.848], [-14.157, 0.556, 11.187], [-9.164, 2.906, 20.148], [-9.650, 1.172, 19.975], [-7.389, 2.938, 20.478], [-10.099, 3.745, 21.370], [-9.413, 3.282, 19.142], [-8.457, 7.167, 17.549], [-6.740, 6.894, 17.499], [-9.405, 6.252, 18.707], [-9.275, 6.905, 16.002], [-8.601, 8.246, 17.674], [-17.251, 5.970, 14.441], [-16.187, 6.856, 15.547], [-17.758, 4.416, 15.193], [-16.488, 5.864, 12.807], [-18.159, 6.533, 14.248], [-11.764, 4.221, 14.869], [-13.057, 5.438, 14.917], [-12.272, 2.829, 13.895], [-11.422, 3.903, 16.629], [-10.882, 4.554, 14.337], [-13.705, 6.627, 18.848], [-12.843, 6.593, 20.354], [-14.298, 8.149, 18.308], [-15.001, 5.434, 18.832], [-13.061, 6.280, 18.079], [-11.680, 9.681, 11.231], [-10.209, 9.669, 12.223], [-11.633, 9.104, 9.616], [-12.224, 11.384, 11.261], [-12.427, 9.094, 11.750], [-8.708, 5.072, 10.917], [-10.411, 5.154, 11.341], [-7.809, 6.077, 12.120], [-8.466, 5.838, 9.229], [-8.360, 4.041, 11.007], [-14.384, 1.311, 18.080], [-15.179, 2.361, 16.912], [-13.428, 2.110, 19.303], [-13.477, 0.072, 17.223], [-15.147, 0.687, 18.552], [-7.461, 3.839, 15.237], [-5.859, 3.869, 14.518], [-7.181, 3.322, 16.928], [-8.608, 2.847, 14.282], [-7.920, 4.834, 15.272]]
}

=====

Entry x
{
  "formula": "C10H10Cl30",
  "method": "the ωB97M-V functional and the def2-TZVPD basis",
  "e_lumo_ev": 0.24,
  "smiles": "ClC(Cl)Cl.ClC(Cl)Cl.ClC(Cl)Cl.ClC(Cl)Cl.ClC(Cl)Cl.ClC(Cl)Cl.ClC(Cl)Cl.ClC(Cl)Cl.ClC(Cl)Cl.ClC(Cl)Cl",
  "e_homo_ha": -0.40021,
  "orbital_gap_ev": 11.1,
  "species": ["C", "Cl", "Cl", "Cl", "H", "C", "Cl", "Cl", "Cl", "H", "C", "Cl", "Cl", "Cl", "H", "C", "Cl", "Cl", "Cl", "H", "C", "Cl", "Cl", "Cl", "H", "C", "Cl", "Cl", "Cl", "H", "C", "Cl", "Cl", "Cl", "H", "C", "Cl", "Cl", "Cl", "H", "C", "Cl", "Cl", "Cl", "H", "C", "Cl", "Cl", "Cl", "H"],
  "positions_angstrom": [[10.487, 10.018, 19.878], [10.265, 8.316, 19.388], [9.120, 11.033, 19.354], [12.036, 10.582, 19.208], [10.548, 10.196, 20.946], [11.088, 6.001, 10.265], [12.014, 4.694, 11.056], [9.620, 5.363, 9.445], [12.020, 6.941, 9.185], [10.710, 6.552, 11.158], [14.625, 9.463, 9.967], [13.533, 9.725, 8.494], [14.834, 10.929, 10.915], [16.183, 8.780, 9.572], [14.119, 8.764, 10.644], [8.474, 9.294, 8.781], [9.400, 9.173, 10.286], [8.514, 10.949, 8.147], [6.864, 8.723, 9.074], [8.975, 8.643, 8.046], [9.594, 13.048, 15.534], [8.442, 13.894, 14.517], [10.252, 14.172, 16.777], [10.995, 12.496, 14.575], [9.093, 12.235, 15.983], [12.431, 13.483, 9.823], [11.122, 12.369, 9.568], [12.362, 14.104, 11.495], [12.603, 14.814, 8.708], [13.461, 13.006, 9.813], [14.146, 12.751, 16.867], [14.828, 11.172, 17.479], [14.695, 12.989, 15.209], [14.522, 14.052, 17.984], [13.098, 12.569, 16.867], [7.643, 9.460, 14.819], [8.114, 9.930, 13.168], [6.375, 10.430, 15.570], [9.125, 9.623, 15.864], [7.363, 8.446, 14.747], [11.870, 9.116, 13.743], [12.935, 9.573, 14.998], [12.353, 7.460, 13.062], [11.865, 10.220, 12.409], [10.874, 9.016, 14.123], [7.706, 5.526, 12.930], [7.054, 4.574, 14.267], [9.248, 6.253, 13.440], [6.588, 6.707, 12.389], [7.877, 4.850, 12.087]]
}

=====

Stability ranking, top and bottom: entry x is the most stable and entry w is the least stable.

=====

Entry w
{
  "formula": "CH2BrNO4",
  "method": "the ωB97M-V functional and the def2-TZVPD basis",
  "e_lumo_ev": -0.61,
  "smiles": "O=C(O)Br.O=NO",
  "e_homo_ha": -0.39513,
  "orbital_gap_ev": 10.1,
  "species": ["C", "N", "O", "O", "O", "O", "Br", "H", "H"],
  "positions_angstrom": [[1.251, -0.861, -0.641], [-0.770, 0.606, -0.571], [-1.859, 0.092, -0.312], [-0.868, 1.496, -1.662], [1.192, -0.811, -1.813], [0.686, -1.673, 0.265], [2.270, 0.500, 0.324], [0.012, 1.851, -2.067], [-0.165, -2.055, 0.127]]
}

=====

Entry x
{
  "formula": "CH2BrNO4",
  "method": "the ωB97M-V functional and the def2-TZVPD basis",
  "e_lumo_ev": [-1.79, -2.56],
  "e_homo_ha": [-0.37860, -0.36752],
  "orbital_gap_ev": [8.5, 7.4],
  "species": ["C", "N", "O", "O", "O", "O", "Br", "H", "H"],
  "positions_angstrom": [[-0.292, 0.440, -0.435], [0.591, -0.403, 0.359], [1.367, -1.184, -0.158], [1.172, 0.224, 1.528], [-0.478, -0.301, -1.563], [-0.561, 1.513, -0.055], [-1.603, -1.486, 0.799], [-0.861, 0.231, -2.287], [0.663, 0.966, 1.810]]
}

=====

Stability ranking, top and bottom: entry w is the most stable and entry x is the least stable.

=====

Entry w
{
  "formula": "C22H26N2O5",
  "method": "the ωB97M-V functional and the def2-TZVPD basis",
  "e_lumo_ev": 0.43,
  "smiles": "COCCn1c(C)cc(C(=O)COC(=O)c2ccc(N3CCCC3=O)cc2)c1C",
  "e_homo_ha": -0.29282,
  "orbital_gap_ev": 8.4,
  "species": ["C", "H", "O", "C", "C", "N", "C", "C", "C", "C", "C", "H", "H", "H", "H", "C", "O", "C", "H", "O", "C", "O", "C", "C", "C", "C", "C", "C", "H", "H", "N", "C", "O", "C", "C", "H", "H", "C", "H", "H", "H", "H", "H", "H", "H", "C", "H", "H", "H", "H", "H", "H", "H", "H", "H"],
  "positions_angstrom": [[-1.557, -3.131, -0.091], [-2.358, -3.087, 0.659], [-0.939, -1.876, -0.242], [-0.379, -1.355, 0.941], [0.991, -1.954, 1.319], [2.087, -1.333, 0.625], [2.736, -0.206, 1.040], [3.759, 0.049, 0.142], [3.700, -0.971, -0.848], [2.652, -1.786, -0.543], [2.127, -2.966, -1.280], [2.248, -3.885, -0.703], [1.071, -2.833, -1.511], [2.677, -3.077, -2.210], [4.348, -1.036, -1.698], [4.726, 1.140, 0.086], [5.889, 0.993, -0.212], [4.188, 2.557, 0.356], [4.619, 3.215, -0.407], [2.774, 2.623, 0.337], [2.205, 2.310, -0.844], [2.828, 2.187, -1.870], [0.749, 2.092, -0.721], [0.015, 2.504, 0.388], [-1.324, 2.191, 0.496], [-1.960, 1.447, -0.503], [-1.229, 1.068, -1.632], [0.106, 1.389, -1.737], [0.681, 1.088, -2.599], [-1.698, 0.520, -2.432], [-3.290, 1.052, -0.371], [-4.226, 1.592, 0.468], [-4.061, 2.499, 1.248], [-5.535, 0.857, 0.229], [-5.110, -0.431, -0.462], [-4.881, -1.197, 0.280], [-5.865, -0.823, -1.140], [-3.836, -0.014, -1.198], [-4.072, 0.365, -2.200], [-3.111, -0.825, -1.281], [-6.156, 1.479, -0.420], [-6.070, 0.708, 1.165], [-1.886, 2.516, 1.355], [0.502, 3.071, 1.167], [4.502, 2.900, 1.344], [2.410, 0.451, 2.335], [1.380, 0.808, 2.346], [3.068, 1.297, 2.499], [2.541, -0.246, 3.165], [1.139, -1.828, 2.394], [0.999, -3.023, 1.096], [-0.263, -0.284, 0.760], [-1.079, -1.502, 1.776], [-0.850, -3.914, 0.200], [-1.983, -3.385, -1.061]]
}

=====

Entry x
{
  "formula": "C22H26N2O5",
  "method": "the ωB97M-V functional and the def2-TZVPD basis",
  "e_lumo_ev": 0.63,
  "smiles": "CCOc1cc(C(=O)NCc2ccccc2)ccc1OCC(=O)N1CCOCC1",
  "e_homo_ha": -0.32462,
  "orbital_gap_ev": 9.5,
  "species": ["C", "C", "H", "H", "O", "C", "C", "C", "C", "C", "C", "O", "C", "C", "O", "N", "C", "H", "C", "H", "O", "C", "H", "C", "H", "H", "H", "H", "H", "H", "H", "H", "H", "C", "O", "N", "H", "C", "C", "C", "C", "C", "C", "C", "H", "H", "H", "H", "H", "H", "H", "H", "H", "H", "H"],
  "positions_angstrom": [[2.962, 3.818, -0.588], [1.592, 3.175, -0.442], [1.124, 3.485, 0.501], [0.940, 3.468, -1.274], [1.777, 1.769, -0.447], [0.689, 0.956, -0.329], [-0.611, 1.410, -0.170], [-1.671, 0.525, 0.001], [-1.433, -0.843, -0.015], [-0.144, -1.307, -0.201], [0.922, -0.434, -0.355], [2.179, -0.976, -0.462], [2.928, -0.634, -1.622], [4.348, -1.177, -1.468], [4.800, -1.980, -2.262], [5.074, -0.687, -0.443], [4.625, 0.214, 0.596], [5.381, 1.000, 0.708], [4.517, -0.569, 1.910], [3.738, -1.339, 1.801], [5.751, -1.162, 2.247], [6.195, -2.035, 1.231], [5.480, -2.863, 1.109], [6.343, -1.303, -0.108], [7.107, -0.523, -0.023], [6.609, -1.999, -0.903], [7.155, -2.429, 1.567], [4.262, 0.094, 2.738], [3.669, 0.666, 0.349], [2.957, 0.449, -1.783], [2.487, -1.115, -2.504], [0.064, -2.365, -0.228], [-2.241, -1.554, 0.070], [-3.031, 1.123, 0.153], [-3.327, 2.194, -0.343], [-3.890, 0.404, 0.911], [-3.596, -0.479, 1.297], [-5.279, 0.771, 1.075], [-6.191, -0.243, 0.433], [-6.000, -0.590, -0.899], [-6.815, -1.531, -1.501], [-7.832, -2.133, -0.778], [-8.029, -1.791, 0.548], [-7.209, -0.853, 1.152], [-7.364, -0.589, 2.189], [-8.820, -2.257, 1.116], [-8.470, -2.867, -1.248], [-6.660, -1.793, -2.538], [-5.211, -0.113, -1.462], [-5.512, 0.874, 2.140], [-5.392, 1.746, 0.591], [-0.842, 2.463, -0.165], [3.601, 3.531, 0.243], [3.431, 3.496, -1.514], [2.858, 4.899, -0.600]]
}

=====

Stability ranking, top and bottom: entry w is the most stable and entry x is the least stable.